Record 1
{
  "formula": "C2H5Br2PS",
  "method": "wB97M-V/def2-TZVPD",
  "total_charge": 0,
  "orbital_gap_ha": [0.2554, 0.2554],
  "homo_energy_ev": [-9.195, -9.166],
  "spin_multiplicity": 1,
  "de_lowest_kcal_mol": 57.6,
  "energy_ha": -5966.72622,
  "species": ["C", "C", "P", "S", "Br", "Br", "H", "H", "H", "H", "H"],
  "xyz": [[0.332, 0.222, 0.413], [-0.778, -0.317, -0.473], [-2.402, -0.265, 0.414], [-2.092, -1.707, 2.917], [-2.689, 1.922, 0.572], [-3.738, -0.819, -1.272], [1.307, 0.043, -0.047], [0.221, 1.298, 0.570], [0.317, -0.279, 1.384], [-0.601, -1.372, -0.715], [-0.877, 0.252, -1.405]],
  "nbo_charge": [-0.63, -0.75, 0.77, -0.22, -0.17, -0.17, 0.23, 0.22, 0.23, 0.25, 0.24]
}

***

Record 2
{
  "formula": "C34H82GeKO6SSbSi3",
  "method": "wB97M-V/def2-TZVPD",
  "total_charge": -1,
  "orbital_gap_ha": [0.2514, 0.2198],
  "homo_energy_ev": [-4.697, -4.697],
  "s_squared": 0.753,
  "spin_multiplicity": 2,
  "energy_ha": -5980.27112,
  "species": ["K", "C", "C", "C", "C", "O", "Ge", "O", "C", "C", "C", "C", "O", "C", "C", "C", "C", "H", "H", "H", "H", "H", "H", "H", "H", "H", "H", "H", "H", "H", "H", "H", "H", "H", "H", "H", "H", "H", "H", "H", "H", "H", "H", "H", "C", "C", "C", "C", "O", "Si", "S", "O", "C", "C", "C", "C", "O", "C", "C", "C", "C", "H", "H", "H", "H", "H", "H", "H", "H", "H", "H", "H", "H", "H", "H", "H", "H", "H", "H", "H", "H", "H", "H", "H", "H", "H", "H", "H", "C", "Sb", "C", "C", "H", "H", "H", "H", "H", "H", "H", "H", "H", "C", "Si", "C", "C", "C", "Si", "C", "C", "C", "H", "H", "H", "H", "H", "H", "H", "H", "H", "H", "H", "H", "H", "H", "H", "H", "H", "H", "H"],
  "xyz": [[-0.802, -0.624, 0.342], [0.363, -0.841, 3.970], [-0.895, -0.105, 3.524], [-1.817, 0.091, 4.729], [-0.513, 1.265, 2.939], [-1.513, -0.919, 2.523], [-3.365, -0.796, 2.006], [-2.932, 0.266, 0.501], [-3.778, 0.604, -0.592], [-3.430, 2.032, -0.992], [-5.253, 0.509, -0.205], [-3.497, -0.357, -1.755], [-3.226, -2.381, 1.006], [-3.517, -3.646, 1.583], [-3.862, -4.577, 0.428], [-2.289, -4.172, 2.326], [-4.704, -3.584, 2.550], [0.904, -0.267, 4.728], [0.102, -1.819, 4.385], [1.035, -1.000, 3.121], [-1.285, 0.616, 5.528], [-2.701, 0.675, 4.465], [-2.155, -0.878, 5.108], [-0.093, 1.902, 3.722], [0.229, 1.187, 2.134], [-1.402, 1.750, 2.524], [-3.719, 2.724, -0.195], [-2.351, 2.135, -1.149], [-3.954, 2.319, -1.909], [-5.459, 1.148, 0.657], [-5.886, 0.830, -1.038], [-5.529, -0.518, 0.055], [-2.459, -0.257, -2.094], [-3.667, -1.386, -1.422], [-4.144, -0.147, -2.611], [-3.017, -4.642, -0.261], [-4.099, -5.586, 0.782], [-4.720, -4.185, -0.123], [-1.453, -4.264, 1.628], [-1.994, -3.474, 3.114], [-2.479, -5.155, 2.771], [-5.571, -3.137, 2.055], [-4.970, -4.591, 2.885], [-4.477, -2.981, 3.432], [-0.381, 6.724, 0.534], [-1.150, 5.500, 0.048], [-2.380, 5.930, -0.741], [-1.557, 4.604, 1.214], [-0.358, 4.753, -0.858], [1.057, 3.890, -0.737], [0.760, 1.881, -0.821], [2.055, 4.497, -1.922], [1.862, 4.670, -3.317], [3.171, 4.260, -3.977], [1.564, 6.146, -3.550], [0.718, 3.814, -3.853], [1.766, 4.431, 0.666], [3.110, 4.390, 1.129], [3.761, 3.058, 0.768], [3.884, 5.551, 0.514], [3.027, 4.547, 2.639], [-1.019, 7.343, 1.172], [-0.057, 7.323, -0.321], [0.502, 6.423, 1.101], [-3.083, 6.476, -0.104], [-2.881, 5.049, -1.148], [-2.087, 6.575, -1.573], [-2.186, 5.152, 1.922], [-0.672, 4.238, 1.740], [-2.114, 3.740, 0.841], [3.992, 4.872, -3.596], [3.119, 4.376, -5.064], [3.382, 3.214, -3.744], [2.382, 6.760, -3.164], [0.648, 6.419, -3.021], [1.433, 6.359, -4.615], [0.899, 2.755, -3.658], [0.623, 3.977, -4.930], [-0.228, 4.082, -3.373], [3.798, 2.924, -0.316], [3.180, 2.230, 1.182], [4.781, 3.022, 1.163], [3.877, 5.472, -0.574], [4.919, 5.550, 0.868], [3.420, 6.501, 0.794], [2.436, 3.732, 3.063], [2.542, 5.492, 2.891], [4.024, 4.532, 3.089], [4.428, 0.269, -1.691], [3.142, -0.798, -0.357], [2.527, -2.145, -1.935], [4.727, -2.091, 0.364], [4.880, -0.454, -2.372], [5.208, 0.788, -1.131], [3.844, 1.004, -2.248], [3.405, -2.629, -2.369], [2.025, -1.556, -2.707], [1.836, -2.912, -1.579], [5.486, -2.230, -0.410], [4.325, -3.067, 0.648], [5.189, -1.642, 1.245], [-1.323, -6.711, -1.953], [-0.426, -5.090, -2.176], [1.052, -5.400, -3.262], [-1.536, -3.823, -2.970], [0.142, -4.474, -0.526], [1.227, -5.264, 0.749], [2.863, -5.744, 0.003], [0.415, -6.816, 1.382], [1.474, -4.071, 2.152], [-1.894, -6.944, -2.857], [-2.019, -6.675, -1.110], [-0.618, -7.529, -1.773], [0.747, -5.932, -4.169], [1.802, -6.008, -2.747], [1.528, -4.460, -3.553], [-2.246, -4.294, -3.656], [-0.952, -3.092, -3.537], [-2.116, -3.275, -2.221], [-0.267, -3.508, -0.228], [2.740, -6.559, -0.717], [3.535, -6.091, 0.795], [3.344, -4.908, -0.512], [0.303, -7.558, 0.585], [-0.578, -6.607, 1.789], [1.029, -7.255, 2.175], [1.820, -3.095, 1.795], [2.212, -4.443, 2.869], [0.530, -3.904, 2.681]],
  "nbo_charge": [0.87, -0.61, 0.27, -0.64, -0.64, -1.00, 1.29, -0.99, 0.27, -0.63, -0.64, -0.63, -0.97, 0.25, -0.61, -0.62, -0.64, 0.20, 0.20, 0.20, 0.20, 0.22, 0.21, 0.20, 0.22, 0.22, 0.20, 0.25, 0.19, 0.21, 0.20, 0.21, 0.20, 0.22, 0.20, 0.20, 0.19, 0.21, 0.20, 0.22, 0.19, 0.21, 0.20, 0.22, -0.63, 0.27, -0.61, -0.63, -0.95, 2.16, -1.10, -0.95, 0.27, -0.61, -0.62, -0.65, -0.96, 0.29, -0.64, -0.63, -0.62, 0.19, 0.20, 0.23, 0.19, 0.22, 0.20, 0.19, 0.23, 0.22, 0.20, 0.19, 0.21, 0.20, 0.22, 0.19, 0.24, 0.19, 0.23, 0.22, 0.23, 0.19, 0.23, 0.19, 0.20, 0.22, 0.21, 0.19, -0.99, 1.06, -1.02, -1.02, 0.21, 0.22, 0.24, 0.22, 0.23, 0.23, 0.21, 0.22, 0.22, -1.11, 1.62, -1.11, -1.12, -1.03, 1.62, -1.12, -1.11, -1.13, 0.23, 0.24, 0.23, 0.23, 0.23, 0.24, 0.23, 0.24, 0.25, 0.21, 0.23, 0.23, 0.24, 0.23, 0.24, 0.23, 0.24, 0.23, 0.25]
}

***

Record 3
{
  "formula": "C30H28CdN6O2S3",
  "method": "wB97M-V/def2-TZVPD",
  "total_charge": -2,
  "orbital_gap_ha": 0.2139,
  "homo_energy_ev": -1.561,
  "spin_multiplicity": 1,
  "de_lowest_kcal_mol": 0.0,
  "energy_ha": -3001.43327,
  "species": ["Cd", "C", "C", "N", "N", "C", "S", "S", "C", "C", "C", "C", "C", "C", "C", "C", "C", "C", "C", "C", "C", "O", "H", "H", "H", "H", "H", "H", "H", "H", "H", "H", "H", "H", "H", "H", "N", "C", "S", "N", "N", "C", "C", "C", "C", "C", "C", "C", "O", "H", "H", "H", "H", "H", "H", "H", "C", "C", "C", "C", "N", "C", "C", "H", "H", "H", "H", "H", "H", "H"],
  "xyz": [[-1.040, -1.323, 0.907], [2.771, -0.399, 3.731], [1.379, -0.569, 3.170], [1.198, -0.899, 1.942], [2.353, -0.989, 1.181], [2.278, -1.745, 0.137], [1.058, -2.800, -0.421], [3.690, -1.671, -0.979], [4.616, -0.239, -0.363], [4.191, 1.073, -0.969], [5.128, 1.924, -1.548], [4.746, 3.137, -2.109], [3.411, 3.513, -2.099], [2.466, 2.669, -1.525], [2.850, 1.461, -0.966], [0.226, -0.323, 4.060], [0.358, -0.574, 5.429], [-0.655, -0.326, 6.338], [-1.853, 0.218, 5.862], [-2.020, 0.486, 4.524], [-1.011, 0.209, 3.556], [-1.215, 0.465, 2.316], [3.367, 0.180, 3.024], [3.268, -1.366, 3.841], [2.751, 0.108, 4.692], [5.674, -0.422, -0.561], [4.454, -0.226, 0.716], [6.172, 1.628, -1.565], [5.492, 3.782, -2.560], [3.106, 4.455, -2.540], [1.418, 2.945, -1.518], [2.108, 0.808, -0.524], [1.286, -1.003, 5.791], [-0.525, -0.559, 7.388], [-2.665, 0.425, 6.554], [-2.950, 0.890, 4.142], [-1.267, -5.803, 1.545], [-1.592, -4.485, 1.214], [-1.540, -3.350, 2.523], [-1.910, -4.308, -0.033], [-2.224, -3.003, -0.350], [-2.760, -2.836, -1.501], [-3.203, -1.559, -2.042], [-3.552, -1.518, -3.394], [-4.051, -0.381, -4.006], [-4.247, 0.756, -3.212], [-3.927, 0.754, -1.876], [-3.355, -0.386, -1.218], [-3.027, -0.334, 0.002], [-0.624, -5.838, 2.320], [-0.949, -6.315, 0.733], [-2.913, -3.722, -2.126], [-3.421, -2.426, -3.978], [-4.305, -0.380, -5.060], [-4.667, 1.654, -3.658], [-4.079, 1.634, -1.261], [-1.124, 3.246, -3.866], [-0.785, 2.273, -2.774], [-0.339, 0.992, -3.066], [-0.117, 0.098, -2.029], [-0.313, 0.414, -0.752], [-0.742, 1.641, -0.459], [-0.974, 2.596, -1.435], [-0.534, 3.058, -4.764], [-0.959, 4.276, -3.547], [-2.179, 3.137, -4.130], [-0.187, 0.677, -4.091], [0.236, -0.913, -2.208], [-0.923, 1.829, 0.594], [-1.331, 3.580, -1.150]],
  "nbo_charge": [1.65, -0.68, 0.28, -0.33, -0.48, -0.05, -0.41, 0.21, -0.58, -0.04, -0.22, -0.24, -0.23, -0.22, -0.14, -0.22, -0.16, -0.33, -0.22, -0.27, 0.41, -0.85, 0.24, 0.22, 0.20, 0.21, 0.26, 0.19, 0.19, 0.19, 0.22, 0.24, 0.19, 0.18, 0.18, 0.20, -0.84, 0.28, -0.52, -0.47, -0.35, 0.09, -0.23, -0.16, -0.35, -0.23, -0.28, 0.40, -0.78, 0.38, 0.37, 0.15, 0.19, 0.19, 0.18, 0.20, -0.63, 0.03, -0.27, 0.08, -0.52, 0.07, -0.29, 0.21, 0.20, 0.23, 0.21, 0.23, 0.25, 0.20]
}

***

Record 4
{
  "formula": "C4H6N2",
  "method": "wB97M-V/def2-TZVPD",
  "total_charge": 0,
  "orbital_gap_ha": 0.3747,
  "homo_energy_ev": -9.280,
  "spin_multiplicity": 1,
  "de_lowest_kcal_mol": 91.6,
  "energy_ha": -265.38961,
  "species": ["N", "C", "C", "C", "C", "N", "H", "H", "H", "H", "H", "H"],
  "xyz": [[-1.531, -0.879, -1.587], [-0.903, -0.212, -0.771], [-0.800, 0.941, 0.188], [0.253, 0.417, 1.123], [0.318, -1.163, -1.168], [1.328, 1.051, 1.321], [-0.404, 1.810, -0.352], [-1.695, 1.264, 0.738], [0.022, -0.578, 1.531], [0.988, -0.918, -2.010], [0.487, -2.237, -0.942], [1.937, 0.506, 1.930]],
  "nbo_charge": [-0.27, 0.22, -0.54, 0.16, -0.39, -0.60, 0.26, 0.25, 0.16, 0.20, 0.21, 0.34]
}

***

Record 5
{
  "formula": "CH4OS2",
  "method": "wB97M-V/def2-TZVPD",
  "total_charge": 0,
  "orbital_gap_ha": [0.3526, 0.3526],
  "smiles": "OC=S.S",
  "homo_energy_ev": [-9.102, -9.101],
  "spin_multiplicity": 1,
  "de_lowest_kcal_mol": 9.7,
  "energy_ha": -912.07605,
  "species": ["O", "C", "S", "H", "H", "S", "H", "H"],
  "xyz": [[-1.290, -0.089, -0.093], [-0.851, 0.225, -1.243], [-0.758, -0.768, -2.508], [-1.320, -1.043, 0.095], [-0.656, 1.231, -1.192], [1.959, -0.405, 1.593], [0.898, 0.088, 2.322], [2.018, 0.761, 1.027]],
  "nbo_charge": [-0.64, 0.08, -0.12, 0.50, 0.17, -0.28, 0.15, 0.13]
}